[1]
The following is a DFT calculation (ωB97M-V/def2-TZVPD) of a cluster of 2 separate species, C30H29BClF3O2S in total in a non-equilibrium geometry.

The geometry in XYZ format:
```
67
Properties=species:S:1:pos:R:3
F 1.591 2.229 5.365
C 1.541 0.922 4.924
C 2.549 0.050 5.330
C 2.425 -1.280 4.937
F 3.355 -2.189 5.397
C 1.422 -1.718 4.087
C 0.447 -0.801 3.587
C -0.623 -1.255 2.735
C -1.974 -1.185 3.271
C -2.676 -2.371 3.599
C -3.901 -2.313 4.250
C -4.493 -1.086 4.566
C -3.806 0.077 4.224
F -4.337 1.295 4.587
C -2.589 0.055 3.559
C 0.510 0.531 4.083
H 3.380 0.383 5.940
H 1.334 -2.781 3.865
H -0.405 -2.131 2.123
H -2.210 -3.326 3.341
H -4.414 -3.242 4.504
H -5.465 -1.017 5.049
H -2.119 0.978 3.228
H -0.248 1.252 3.800
C -1.632 -0.660 -5.293
C -1.004 -0.453 -3.970
C 0.058 0.360 -3.639
C 0.439 0.280 -2.254
C -0.416 -0.535 -1.545
B -0.175 -1.067 -0.015
C -1.042 0.260 0.415
C -0.352 1.359 0.918
C -1.029 2.534 1.282
C -2.420 2.608 1.113
Cl -3.269 4.036 1.584
C -3.123 1.501 0.615
C -2.426 0.324 0.308
O -0.652 -2.401 -0.025
C 0.487 -3.203 -0.395
C 0.379 -4.463 0.459
C 0.386 -3.594 -1.856
C 1.758 -2.256 -0.095
C 2.562 -2.766 1.087
C 2.722 -1.999 -1.250
O 1.196 -0.993 0.304
S -1.680 -1.174 -2.525
H -0.932 -0.373 -6.085
H -1.913 -1.712 -5.428
H -2.534 -0.040 -5.371
H 0.553 0.985 -4.380
H 1.269 0.839 -1.827
H 0.731 1.323 1.022
H -0.492 3.396 1.679
H -4.202 1.573 0.484
H -2.982 -0.535 -0.061
H 1.182 -5.162 0.201
H 0.418 -4.236 1.529
H -0.586 -4.948 0.263
H 1.159 -4.347 -2.079
H -0.595 -4.042 -2.059
H 0.524 -2.736 -2.527
H 3.013 -3.740 0.848
H 3.362 -2.050 1.312
H 1.941 -2.861 1.988
H 3.168 -2.934 -1.623
H 2.265 -1.450 -2.080
H 3.548 -1.378 -0.880
```

## Properties
* frontier orbital gap: 0.130 Ha
* LUMO level: -0.119 hartree
* HOMO level: -6.8 eV
* relative energy (zero: lowest compared OMol25 entry of this formula, charge and spin): 288.6 kJ/mol

---

[2]
The following is a DFT calculation (ωB97M-V/def2-TZVPD) of a cluster of 2 separate species, C30H29BClF3O2S in total in a non-equilibrium geometry.

The geometry in XYZ format:
```
67
Properties=species:S:1:pos:R:3
F 1.997 3.349 4.155
C 1.941 2.013 3.820
C 2.875 1.156 4.404
C 2.726 -0.186 4.030
F 3.663 -1.080 4.504
C 1.742 -0.647 3.175
C 0.845 0.256 2.559
C -0.190 -0.371 1.648
C -1.636 -0.186 2.013
C -2.452 -1.336 2.072
C -3.615 -1.331 2.834
C -4.086 -0.150 3.417
C -3.331 1.000 3.220
F -3.819 2.189 3.706
C -2.125 1.012 2.535
C 0.970 1.608 2.899
H 3.633 1.495 5.082
H 1.676 -1.719 2.964
H -0.040 -1.507 1.822
H -2.126 -2.251 1.573
H -4.151 -2.265 3.007
H -4.997 -0.124 4.007
H -1.598 1.946 2.386
H 0.351 2.361 2.411
C -1.269 0.353 -6.113
C -0.674 0.707 -4.795
C 0.512 1.369 -4.472
C 0.594 1.671 -3.077
C -0.569 1.317 -2.361
B 0.411 -0.955 0.400
C -1.061 1.762 -1.101
C -0.275 2.638 -0.317
C -0.925 3.701 0.314
C -2.325 3.792 0.259
Cl -3.100 5.243 0.747
C -3.082 2.681 -0.122
C -2.425 1.593 -0.684
O -0.220 -1.774 -0.533
C 0.901 -2.526 -1.108
C 0.852 -3.875 -0.365
C 0.571 -2.651 -2.586
C 2.211 -1.622 -0.771
C 3.257 -2.228 0.170
C 2.879 -0.980 -1.984
O 1.666 -0.508 -0.003
S -1.588 0.286 -3.347
H -0.612 0.578 -6.962
H -1.472 -0.728 -6.093
H -2.224 0.887 -6.251
H 1.283 1.658 -5.206
H 1.439 2.180 -2.608
H 0.820 2.510 -0.312
H -0.372 4.504 0.797
H -4.152 2.711 0.032
H -2.933 0.630 -0.793
H 1.657 -4.570 -0.637
H 0.892 -3.728 0.729
H -0.103 -4.371 -0.599
H 1.294 -3.254 -3.156
H -0.406 -3.131 -2.697
H 0.481 -1.655 -3.045
H 3.803 -3.071 -0.262
H 3.996 -1.447 0.385
H 2.818 -2.543 1.126
H 3.380 -1.710 -2.637
H 2.166 -0.383 -2.573
H 3.654 -0.293 -1.633
```

## Properties
* frontier orbital gap: 0.267 Ha
* LUMO level: -0.009 hartree
* HOMO level: -7.5 eV
* SMILES: CC1(C)OB([C@H](c2cccc(F)c2)c2cc(F)cc(F)c2)OC1(C)C.Cc1ccc(-c2ccc(Cl)cc2)s1
* relative energy (zero: lowest compared OMol25 entry of this formula, charge and spin): 0.0 kJ/mol

---

[3]
The following is a DFT calculation (ωB97M-V/def2-TZVPD) of a structure of composition C30H29ClN3O6Pt.

The geometry in XYZ format:
```
70
Properties=species:S:1:pos:R:3
Pt 0.146 -0.669 -0.164
O -0.935 1.549 -5.643
C 0.076 2.184 -5.098
O 0.654 3.092 -5.636
C 0.526 1.736 -3.733
C 1.612 2.292 -3.065
Cl 2.673 3.530 -3.493
N 1.748 1.662 -1.876
N 0.780 0.744 -1.741
C 0.048 0.753 -2.840
C -1.075 -0.264 -2.927
O -1.755 -0.286 -3.950
O -1.230 -1.035 -1.928
C 2.764 1.805 -0.875
C 4.079 1.531 -1.218
C 5.059 1.623 -0.243
C 4.712 1.970 1.057
C 3.391 2.239 1.386
C 2.404 2.166 0.412
H -1.295 0.822 -5.060
H 4.322 1.258 -2.237
H 6.091 1.423 -0.495
H 5.479 2.040 1.817
H 3.129 2.522 2.396
H 1.371 2.391 0.646
C 3.369 -1.675 0.017
C 2.185 -2.658 -0.073
C 1.576 -2.878 1.322
C 2.649 -3.983 -0.692
C 1.133 -2.028 -0.920
H 4.156 -2.133 0.617
H 3.082 -0.731 0.485
H 3.782 -1.455 -0.968
H 2.334 -3.290 1.990
H 0.732 -3.565 1.284
H 1.231 -1.933 1.768
H 3.409 -4.441 -0.057
H 3.087 -3.822 -1.678
H 1.822 -4.688 -0.789
H 0.905 -2.437 -1.908
C -4.220 0.019 -0.443
O -3.803 -0.153 0.913
C -3.196 -1.307 1.238
C -3.006 -2.378 0.368
C -2.428 -3.553 0.830
C -2.031 -3.684 2.153
C -2.185 -2.609 3.012
C -2.737 -1.423 2.554
N -2.918 -0.369 3.498
C -2.810 0.939 3.422
C -2.348 1.825 2.434
C -2.778 3.173 2.581
C -2.557 4.106 1.613
C -1.881 3.714 0.443
C -1.393 2.441 0.292
C -1.550 1.468 1.305
O -0.998 0.300 1.246
H -4.628 1.023 -0.501
H -4.993 -0.706 -0.704
H -3.375 -0.087 -1.126
H -3.302 -2.301 -0.667
H -2.309 -4.381 0.142
H -1.612 -4.612 2.515
H -1.867 -2.679 4.045
H -3.253 -0.698 4.393
H -3.196 1.427 4.313
H -3.331 3.440 3.474
H -2.913 5.119 1.727
H -1.732 4.435 -0.351
H -0.875 2.151 -0.613
```

## Properties
* frontier orbital gap (spin up / spin down): 0.250 / 0.250 Ha
* LUMO level (spin up / spin down): -0.164 / -0.164 hartree
* HOMO level (spin up / spin down): -11.3 / -11.3 eV
* total charge: +1
* relative energy (zero: lowest compared OMol25 entry of this formula, charge and spin): 214.8 kJ/mol

---

[4]
The following is a DFT calculation (ωB97M-V/def2-TZVPD) of a structure of composition C30H29F3N12ORbS2 in a non-equilibrium geometry.

The geometry in XYZ format:
```
78
Properties=species:S:1:pos:R:3
Rb -16.490 -3.404 5.785
O -20.998 -0.819 6.110
C -20.015 -1.574 5.832
N -19.183 -2.151 6.701
C -19.592 -1.891 8.054
C -18.535 -2.243 9.088
C -18.163 -3.620 9.260
C -17.319 -3.973 10.295
C -16.758 -2.990 11.096
C -17.057 -1.673 10.776
N -17.840 -1.281 9.776
C -19.623 -1.779 4.333
C -20.321 -0.971 3.492
C -20.043 -1.021 2.162
C -18.991 -1.843 1.757
C -18.296 -2.544 2.650
N -18.570 -2.490 3.973
H -20.459 -2.516 8.403
H -19.794 -0.804 8.247
H -18.585 -4.407 8.622
H -17.099 -5.038 10.415
H -16.124 -3.212 11.901
H -16.558 -0.864 11.338
H -21.081 -0.298 3.899
H -20.508 -0.363 1.414
H -18.733 -2.049 0.704
H -17.455 -3.235 2.447
F -14.705 -7.133 0.302
C -14.416 -5.801 0.180
F -13.341 -5.789 -0.655
F -15.410 -5.221 -0.517
C -14.080 -5.154 1.462
C -12.832 -4.583 1.618
C -12.457 -3.771 2.705
C -13.471 -3.612 3.655
N -14.695 -4.147 3.591
C -15.005 -4.921 2.504
S -16.526 -5.655 2.390
H -12.070 -4.726 0.848
H -11.467 -3.311 2.785
H -13.254 -2.984 4.545
N -17.053 -7.338 5.355
C -16.734 -7.245 6.648
N -17.127 -8.249 7.434
C -16.784 -8.133 8.715
N -17.169 -9.125 9.531
N -16.024 -7.171 9.229
C -15.650 -6.266 8.347
N -15.999 -6.213 7.067
C -14.752 -5.225 8.907
C -13.882 -5.621 9.903
C -12.950 -4.687 10.366
C -12.968 -3.414 9.791
C -13.906 -3.075 8.826
N -14.784 -3.989 8.372
H -17.396 -8.190 5.077
H -16.722 -6.678 4.659
H -17.810 -9.833 9.265
H -17.092 -8.879 10.519
H -13.954 -6.576 10.399
H -12.246 -4.846 11.191
H -12.184 -2.677 10.034
H -13.984 -2.108 8.419
C -14.891 0.748 3.411
N -15.816 0.832 4.512
C -17.217 1.294 4.341
C -17.839 1.047 5.731
N -16.854 0.151 6.359
C -15.705 0.098 5.654
S -14.255 -0.570 6.250
H -15.054 -0.101 2.758
H -13.832 0.598 3.769
H -14.839 1.666 2.773
H -17.665 0.716 3.539
H -17.294 2.341 4.024
H -18.854 0.700 5.762
H -17.838 1.988 6.284
H -16.975 -0.344 7.223
```

## Properties
* frontier orbital gap: 0.243 Ha
* LUMO level: 0.076 hartree
* HOMO level: -4.5 eV
* total charge: -1
* relative energy (zero: lowest compared OMol25 entry of this formula, charge and spin): 86.0 kJ/mol

---

[5]
The following is a DFT calculation (ωB97M-V/def2-TZVPD) of a cluster of 2 separate species, C30H29N2O in total in a non-equilibrium geometry.

The geometry in XYZ format:
```
62
Properties=species:S:1:pos:R:3
C 4.754 -3.958 2.724
C 3.732 -4.101 3.644
C 2.718 -3.174 3.697
C 2.720 -2.062 2.843
C 1.637 -1.065 2.881
C 0.302 -1.518 2.890
C -0.797 -0.719 3.016
C -2.157 -1.171 2.978
C -3.195 -0.230 3.005
C -4.511 -0.624 2.933
C -4.831 -1.966 2.841
C -3.825 -2.915 2.819
C -2.507 -2.527 2.886
C 1.980 0.367 2.910
C 1.427 1.284 2.004
C 1.787 2.610 2.045
C 2.688 3.060 2.993
C 3.243 2.175 3.896
C 2.911 0.843 3.846
C 3.777 -1.928 1.932
C 4.769 -2.877 1.863
H 5.531 -4.701 2.666
H 3.724 -4.941 4.318
H 1.927 -3.273 4.419
H 0.157 -2.575 2.774
H -0.641 0.336 3.137
H -2.949 0.816 3.069
H -5.295 0.116 2.942
H -5.862 -2.274 2.784
H -4.075 -3.961 2.746
H -1.741 -3.280 2.869
H 0.750 0.926 1.247
H 1.371 3.299 1.330
H 2.948 4.104 3.035
H 3.936 2.528 4.641
H 3.349 0.149 4.543
H 3.777 -1.090 1.258
H 5.549 -2.784 1.125
C -2.428 2.691 -6.840
C -2.345 2.486 -5.328
N -1.361 1.440 -4.960
C -1.292 1.049 -3.573
C -1.127 2.003 -2.572
C -0.966 1.603 -1.270
N -0.960 0.344 -0.862
C -1.137 -0.560 -1.812
C -1.298 -0.279 -3.148
C -0.068 1.594 -5.674
C -0.252 1.861 -7.168
O -1.150 2.934 -7.405
H -2.857 1.814 -7.338
H -3.059 3.552 -7.096
H -2.063 3.425 -4.840
H -3.319 2.191 -4.921
H -1.085 3.045 -2.839
H -0.813 2.353 -0.508
H -1.138 -1.585 -1.475
H -1.424 -1.074 -3.862
H 0.483 2.418 -5.209
H 0.520 0.683 -5.510
H 0.697 2.133 -7.647
H -0.636 0.976 -7.688
```

## Properties
* frontier orbital gap: 0.192 Ha
* LUMO level: -0.194 hartree
* HOMO level: -10.5 eV
* total charge: +1
* relative energy (zero: lowest compared OMol25 entry of this formula, charge and spin): 209.4 kJ/mol

---

[6]
The following is a DFT calculation (ωB97M-V/def2-TZVPD) of a structure of composition C30H29N4PdSSi.

The geometry in XYZ format:
```
66
Properties=species:S:1:pos:R:3
Pd -0.298 -0.424 1.112
C 4.900 1.200 0.547
N 4.150 0.782 1.709
C 4.561 0.896 3.027
C 3.553 0.444 3.789
N 2.530 0.053 2.944
C 2.889 0.273 1.644
S 2.037 0.066 0.201
C 1.239 -0.369 3.397
C 0.629 0.310 4.413
C -0.694 -0.079 4.752
C -1.318 -1.008 3.980
C -0.612 -1.624 2.898
N 0.740 -1.430 2.731
H 5.911 1.451 0.862
H 4.426 2.066 0.084
H 4.923 0.395 -0.185
H 5.533 1.270 3.291
H 3.464 0.341 4.855
H 1.107 1.162 4.874
H -1.212 0.412 5.566
H -2.353 -1.285 4.141
H -1.004 -2.554 2.504
C -1.167 4.165 0.084
C 0.193 3.474 0.031
C 0.732 3.143 1.347
N 1.143 2.815 2.367
H -1.513 4.366 -0.930
H -1.101 5.111 0.623
H -1.908 3.541 0.581
H 0.925 4.106 -0.477
H 0.151 2.525 -0.512
C -3.253 0.823 -4.330
C -2.535 1.710 -3.535
C -2.313 1.419 -2.197
C -2.803 0.255 -1.589
C -3.525 -0.614 -2.413
C -3.743 -0.342 -3.761
Si -2.415 -0.075 0.271
C -3.612 -1.550 0.587
C -3.123 -2.855 0.457
C -3.931 -3.972 0.642
C -5.267 -3.811 0.986
C -5.777 -2.529 1.137
C -4.961 -1.421 0.936
C -3.361 1.402 1.075
C -2.924 1.862 2.323
C -3.529 2.938 2.963
C -4.590 3.600 2.357
C -5.041 3.169 1.116
C -4.435 2.083 0.492
H -3.424 1.040 -5.378
H -2.142 2.627 -3.961
H -1.741 2.121 -1.600
H -3.933 -1.527 -1.994
H -4.306 -1.046 -4.366
H -2.075 -2.993 0.206
H -3.515 -4.966 0.525
H -5.901 -4.677 1.141
H -6.817 -2.388 1.412
H -5.389 -0.431 1.060
H -2.071 1.375 2.784
H -3.159 3.271 3.926
H -5.058 4.448 2.844
H -5.865 3.682 0.632
H -4.797 1.772 -0.484
```

## Properties
* frontier orbital gap: 0.211 Ha
* LUMO level: 0.096 hartree
* HOMO level: -3.1 eV
* total charge: -1
* relative energy (zero: lowest compared OMol25 entry of this formula, charge and spin): 17.3 kJ/mol

---

[7]
The following is a DFT calculation (ωB97M-V/def2-TZVPD) of a cluster of 5 separate species, C30H29N6O10S in total.

The geometry in XYZ format:
```
76
Properties=species:S:1:pos:R:3
O 5.645 -0.275 3.146
C 5.649 0.867 3.497
O 5.790 1.892 2.637
C 5.755 3.219 3.157
C 4.453 3.934 2.723
C 3.338 2.986 2.440
C 2.896 2.455 1.274
N 1.874 1.588 1.573
C 1.674 1.567 2.875
N 2.546 2.411 3.436
S 2.678 2.675 5.125
H 5.511 1.174 4.550
H 5.857 3.219 4.244
H 6.608 3.741 2.728
H 4.633 4.511 1.817
H 4.146 4.633 3.503
H 3.263 2.628 0.276
H 1.342 1.050 0.898
H 0.949 0.967 3.400
H 1.577 3.433 5.237
C -0.805 -4.060 -1.638
C -1.205 -3.665 -0.370
C -1.061 -2.346 0.023
C -0.521 -1.446 -0.880
C -0.113 -1.817 -2.152
C -0.257 -3.140 -2.525
N -0.387 -0.045 -0.485
O -0.715 0.276 0.654
O 0.069 0.748 -1.285
H -0.928 -5.090 -1.943
H -1.643 -4.379 0.312
H -1.380 -2.023 1.002
H 0.301 -1.088 -2.832
H 0.050 -3.453 -3.513
C 9.369 -2.206 3.031
C 10.362 -3.147 3.272
C 10.217 -4.065 4.300
C 9.069 -4.019 5.067
C 8.070 -3.089 4.848
C 8.225 -2.174 3.819
N 8.897 -5.000 6.156
O 9.794 -5.793 6.343
O 7.867 -4.952 6.797
H 9.487 -1.496 2.223
H 11.251 -3.170 2.658
H 10.978 -4.803 4.503
H 7.188 -3.085 5.470
H 7.451 -1.446 3.635
C -6.099 1.880 -1.296
C -5.975 1.283 -0.048
C -5.391 0.033 0.071
C -4.940 -0.595 -1.077
C -5.058 -0.024 -2.330
C -5.644 1.227 -2.435
N -4.302 -1.915 -0.958
O -4.205 -2.403 0.152
O -3.886 -2.439 -1.972
H -6.552 2.858 -1.384
H -6.334 1.792 0.836
H -5.288 -0.447 1.032
H -4.697 -0.543 -3.206
H -5.740 1.690 -3.405
C -10.380 1.437 -6.950
C -9.267 0.612 -7.038
C -8.030 1.065 -6.610
C -7.939 2.346 -6.097
C -9.032 3.188 -6.003
C -10.262 2.722 -6.436
N -6.631 2.830 -5.626
O -5.677 2.080 -5.730
O -6.575 3.943 -5.147
H -11.344 1.078 -7.283
H -9.361 -0.387 -7.440
H -7.153 0.438 -6.674
H -8.921 4.183 -5.601
H -11.130 3.364 -6.372
```

## Properties
* frontier orbital gap: 0.302 Ha
* LUMO level: -0.116 hartree
* HOMO level: -11.4 eV
* total charge: +1